Computed, not measured: an isolated molecule of C6H11P at a distorted geometry, with ωB97M-V with the def2-TZVPD basis set.

Its total energy is -576.4636 hartree. As for the spin multiplicity: 1. The calculation puts the energy above the lowest of the compared OMol25 structures with the same formula, charge and spin at 141.7 kJ/mol. Its HOMO energy is -8.59 eV. The SMILES is C=C(C)[C@H]1CP1C. Its frontier orbital gap is 9.7 eV.

Structure (XYZ):
```
18
Properties=species:S:1:pos:R:3:forces:R:3:nbo_charge:R:1
C -2.088909 -1.096247 0.988837 0.5 0.6 -1.9 -0.398
C -1.315490 -0.412007 0.118465 -2.1 -0.5 -0.1 -0.004
C 0.978777 -0.077826 1.543536 0.4 2.4 -3.4 -0.638
C -0.025247 0.199115 0.333820 2.2 3.1 0.4 -0.516
C -1.781947 -0.166168 -1.315602 -3.4 -1.3 0.6 -0.637
C 2.680169 0.804280 -0.653117 -4.0 0.5 -3.7 -0.907
P 1.501699 -0.622726 -0.228706 0.6 -1.1 0.9 0.693
H -2.993363 -1.571162 0.657716 -0.4 0.1 -0.4 0.193
H -1.929227 -1.252355 2.006701 0.9 0.0 1.5 0.194
H 1.620850 0.767048 1.890606 -0.8 -0.4 -0.5 0.223
H 0.713338 -0.643733 2.375720 -0.6 -1.6 0.7 0.232
H 0.053487 1.251448 -0.228306 -0.4 -1.9 1.9 0.236
H -2.290264 -1.064421 -1.758666 0.5 0.5 0.6 0.221
H -2.525842 0.641740 -1.560950 0.7 -0.4 1.1 0.223
H -0.983967 0.034544 -1.908438 2.6 0.5 -1.9 0.203
H 3.206767 0.611978 -1.657873 -0.6 0.2 1.9 0.243
H 3.233910 0.877481 0.195830 2.2 0.7 2.0 0.222
H 1.945263 1.719006 -0.799574 1.9 -1.5 0.4 0.218
```
Positions in Å, forces in eV/Å.